(1)
{
  "formula": "C3H2N4O",
  "method": "wB97M-V/def2-TZVPD",
  "species": ["O", "N", "N", "N", "N", "C", "C", "C", "H", "H"],
  "positions_angstrom": [[-2.38698, -0.21832, 0.70071], [-0.05992, 1.62707, -0.43445], [-1.16420, 1.10676, -0.68734], [-0.64870, -1.17862, -0.52650], [1.44038, -0.24426, 0.35682], [0.62017, -1.24181, -0.27721], [-1.40697, -0.15760, -0.02228], [0.92686, 0.91669, 0.42781], [1.43854, 1.46502, 1.16637], [1.24082, -2.07493, -0.70393]],
  "mulliken_charge": [-0.49, -0.10, -0.13, -0.41, -0.40, 0.22, 0.62, -0.06, 0.40, 0.36],
  "relative_energy_ev": 1.379,
  "smiles": "O=c1ncncnn1",
  "total_energy_ha": -409.6775,
  "orbital_gap_ev": 8.73,
  "lumo_energy_ev": -1.20
}

(2)
{
  "formula": "C49H60As2MoN4O6",
  "method": "wB97M-V/def2-TZVPD",
  "species": ["Mo", "As", "As", "O", "O", "O", "O", "O", "O", "N", "N", "N", "N", "C", "C", "C", "C", "C", "C", "C", "C", "C", "C", "C", "C", "C", "C", "C", "C", "C", "C", "C", "C", "C", "C", "C", "C", "C", "C", "C", "C", "C", "C", "C", "C", "C", "C", "C", "C", "C", "C", "C", "C", "C", "C", "C", "C", "C", "C", "C", "C", "C", "H", "H", "H", "H", "H", "H", "H", "H", "H", "H", "H", "H", "H", "H", "H", "H", "H", "H", "H", "H", "H", "H", "H", "H", "H", "H", "H", "H", "H", "H", "H", "H", "H", "H", "H", "H", "H", "H", "H", "H", "H", "H", "H", "H", "H", "H", "H", "H", "H", "H", "H", "H", "H", "H", "H", "H", "H", "H", "H", "H"],
  "positions_angstrom": [[0.54361, 0.70492, 0.00218], [4.44967, -2.06267, 1.60263], [-2.22688, 1.38242, 0.41006], [1.20603, 0.82173, -1.93255], [0.76903, 0.58719, 1.94567], [0.75277, 1.14633, -4.51473], [-1.43301, -2.44986, 0.20749], [1.99933, -3.19910, -0.05863], [0.85031, -1.30346, -0.01878], [-1.24912, 0.57352, -0.90950], [3.35896, 0.82250, -1.19131], [0.50613, 3.95409, 0.27153], [2.69502, 0.92223, 0.02153], [-5.44498, 0.96842, -0.90019], [0.46947, 2.80154, 0.13198], [2.58453, 0.92317, -5.94194], [-4.21090, 5.57794, -0.74979], [-1.37272, -1.70382, -3.81792], [5.29906, -2.83455, -1.06329], [-3.02054, 3.07918, -0.21429], [3.96456, 1.59260, 3.37563], [0.95408, -2.58144, 0.04991], [4.31701, 0.55122, -3.82010], [3.00613, -2.51618, 4.08608], [-3.37340, -0.77513, 1.84227], [4.80735, 0.53115, -5.10739], [-4.31908, 2.97194, 1.98823], [-0.95792, -1.11843, -2.63452], [-3.22017, -0.18931, -3.94355], [3.01604, 1.23840, 2.40832], [-2.11635, -0.67815, 2.66565], [-4.91472, 0.01151, 0.13821], [2.29401, 1.50641, 5.08201], [3.92857, 0.72356, -6.17182], [-4.51313, 4.87534, 0.41222], [-4.27060, -1.78958, 2.15595], [3.61699, 1.73304, 4.70158], [-3.67506, 0.10935, 0.78808], [-5.77951, -1.02146, 0.49344], [-1.67696, -0.05172, -2.08434], [3.45873, 1.07707, 1.04306], [-4.87219, 6.89477, -1.04565], [-1.63596, 3.36865, -2.38796], [-3.27533, 5.02854, -1.60571], [-6.43626, -3.03930, 1.83866], [2.95762, 0.75622, -3.55938], [5.08547, -3.42164, 0.32689], [-3.93153, 3.65114, 0.69878], [-0.28721, -4.01922, 1.65154], [-0.35075, -3.37046, 0.27103], [-2.50724, -1.25157, -4.47835], [2.50222, 0.78595, -2.15794], [-2.65947, 3.79738, -1.36232], [7.21962, -1.18535, 1.79890], [-2.80431, 0.40776, -2.76476], [-5.47231, -1.94268, 1.48001], [3.55328, -3.26419, 2.87618], [1.34250, 1.14137, 4.15211], [6.12143, -1.83056, 2.63537], [-0.48760, -4.42340, -0.82445], [1.68798, 0.99755, 2.80276], [2.07947, 0.93594, -4.64038], [4.99049, 1.74694, 3.06107], [-1.06698, 2.49488, -2.09534], [2.74844, -3.73798, 2.31384], [-3.46716, 2.49349, 2.47887], [-6.73190, -1.09451, -0.02216], [1.88604, 1.06745, -6.75519], [4.36147, -2.42585, -1.44244], [-0.23403, -3.25380, 2.42756], [4.30401, -4.18030, 0.29284], [-5.21906, 5.29643, 1.12059], [7.49891, -1.81974, 0.95566], [4.52597, 1.11523, 0.84790], [-0.46588, -3.96025, -1.81158], [5.65037, -3.59264, -1.76714], [-4.47091, 7.34333, -1.95322], [-5.94769, 6.76808, -1.17967], [-1.18372, -4.62223, 1.81828], [-4.85932, 1.87718, -0.99322], [6.44272, -2.80414, 3.01516], [4.36039, 2.00791, 5.43671], [-2.82404, -1.71408, -5.40365], [0.50909, 1.01358, -3.58059], [-4.73030, 3.70284, 2.68331], [-1.44216, -4.94506, -0.71134], [-2.25628, -2.94369, 0.29331], [-1.24134, -0.95409, 2.07875], [-7.29115, -2.63831, 2.38624], [5.86053, 0.36555, -5.28678], [4.25770, -4.04486, 3.17548], [-4.02198, -2.47258, 2.96118], [-0.79884, -2.52481, -4.22935], [0.32059, -5.14918, -0.75836], [5.99518, -3.88362, 0.72037], [-2.17953, -1.35545, 3.51769], [-0.07749, -1.47696, -2.12395], [0.16754, 4.89481, 0.22635], [0.58644, -4.66504, 1.72878], [-2.99984, 5.56789, -2.50656], [6.89310, -0.22737, 1.38562], [-6.82216, -3.53036, 0.94492], [2.44063, -3.17861, 4.74592], [4.97510, 0.40374, -2.97492], [-5.48886, 0.48399, -1.87615], [8.12280, -1.00147, 2.38441], [-6.46252, 1.25960, -0.63309], [-5.07039, 2.19683, 1.82676], [-4.09968, 0.18822, -4.45122], [-4.72789, 7.59893, -0.22491], [-2.11545, 3.14584, -3.34260], [0.31865, 0.94154, 4.44019], [2.00851, 1.60778, 6.12148], [-1.94702, 0.33239, 3.04221], [2.33940, -1.70808, 3.77684], [-3.34729, 1.25408, -2.36951], [4.29838, 0.71141, -7.18922], [6.03294, -2.02503, -1.05477], [5.88512, -1.20441, 3.49987], [-0.93579, 4.18665, -2.57090], [3.80645, -2.06809, 4.67922], [-5.96205, -3.79282, 2.46608]],
  "mulliken_charge": [-0.80, 0.57, 1.58, 0.40, 0.93, -0.72, -0.28, -0.60, -0.63, 1.08, -1.15, -0.15, 1.26, -1.99, 0.24, -0.73, 0.77, -1.08, -1.04, -0.26, -0.50, -0.10, -0.84, -0.92, -0.41, -0.80, -1.75, -0.62, -1.31, 0.97, -1.13, 1.34, -0.54, -0.34, -0.86, -0.95, -1.06, 1.10, -0.91, 0.11, -0.71, -1.57, -0.96, -1.29, -1.72, -0.16, -0.88, 1.17, -1.94, 2.03, -1.09, 1.27, 0.79, -1.15, -0.18, 0.64, -0.44, -0.92, -0.78, -1.80, 0.33, 0.45, 0.44, -0.85, -0.05, 0.27, 0.46, 0.44, 0.07, 0.20, 0.38, 0.45, 0.24, 0.19, 0.32, 0.46, 0.36, 0.33, 0.57, -0.07, 0.50, 0.40, 0.39, 0.23, 0.56, 0.47, 0.19, -0.31, 0.33, 0.42, 0.60, 0.36, 0.55, 0.36, 0.60, 0.51, 0.96, 0.23, 0.37, 0.38, 0.21, 0.39, 0.42, 0.43, 0.43, 0.39, 0.60, 0.27, 0.49, 0.35, 0.46, 0.35, 0.46, 0.26, 0.02, 0.81, 0.38, 0.29, 0.38, 0.67, 0.31, 0.37],
  "relative_energy_ev": 0.356,
  "total_energy_ha": -7113.4456,
  "orbital_gap_ev": [6.75, 6.61],
  "s2": 2.02,
  "spin_multiplicity": 3,
  "lumo_energy_ev": [-0.40, -1.07]
}

(3)
{
  "formula": "C3H9N",
  "method": "wB97M-V/def2-TZVPD",
  "species": ["N", "C", "C", "C", "H", "H", "H", "H", "H", "H", "H", "H", "H"],
  "positions_angstrom": [[-0.30010, 0.76265, -0.25158], [-0.17278, -0.01181, 2.87298], [-0.11855, -0.55819, -0.44563], [-0.01202, 1.08155, -1.49341], [2.23988, -5.12143, -5.27523], [-0.64473, -0.15750, 1.89904], [0.79875, 1.81347, -1.61532], [-0.27757, -1.05732, -1.42401], [0.69664, -0.64543, 2.76520], [0.11315, 1.04558, 2.92548], [2.53494, -5.24603, -4.61262], [-0.93593, -0.16999, 3.62870], [-0.46766, 0.76827, -2.44060]],
  "mulliken_charge": [-0.19, -0.85, -0.25, -0.40, 0.00, 0.15, 0.20, 0.23, 0.24, 0.22, 0.00, 0.30, 0.36],
  "relative_energy_ev": 6.295,
  "total_energy_ha": -174.2217,
  "orbital_gap_ev": 8.52,
  "lumo_energy_ev": 0.00
}

(4)
{
  "formula": "C22H46BrN6O13S4",
  "method": "wB97M-V/def2-TZVPD",
  "species": ["Br", "S", "S", "S", "S", "O", "O", "O", "O", "O", "O", "O", "O", "O", "O", "O", "O", "O", "N", "N", "N", "N", "N", "N", "C", "C", "C", "C", "C", "C", "C", "C", "C", "C", "C", "C", "C", "C", "C", "C", "C", "C", "C", "C", "C", "C", "H", "H", "H", "H", "H", "H", "H", "H", "H", "H", "H", "H", "H", "H", "H", "H", "H", "H", "H", "H", "H", "H", "H", "H", "H", "H", "H", "H", "H", "H", "H", "H", "H", "H", "H", "H", "H", "H", "H", "H", "H", "H", "H", "H", "H", "H"],
  "positions_angstrom": [[0.95242, 1.34843, -2.25932], [0.22669, -0.68858, -2.92431], [-2.00903, -3.50612, -3.54923], [-1.15539, -2.85177, -1.74806], [-6.03708, -4.23039, -7.10132], [4.28944, -1.79575, 3.91978], [-1.85642, 6.16664, 8.38523], [-2.19967, -3.12101, -0.67150], [1.37033, 3.12726, 0.45662], [-4.94307, -2.31495, -8.97160], [1.41140, 4.08459, 5.05164], [1.44859, -1.56203, -3.00222], [-0.32567, -0.54376, -4.32626], [1.88960, -2.77531, -10.20981], [-4.20579, -0.51272, -7.77933], [0.08539, -3.63957, -1.39036], [-2.48943, -3.01455, -6.31407], [-0.91176, -4.53298, -7.19113], [1.16066, 4.08584, 7.27984], [-1.41030, 8.13766, 9.35240], [3.32966, -4.29035, -9.40103], [-0.92461, -1.15078, -1.75198], [2.46340, -2.70957, 4.84175], [2.65859, 1.39494, 1.05637], [2.07219, 3.08048, 2.74668], [-5.70550, -2.44258, -6.65567], [-2.11849, -1.85149, -7.11285], [-3.06928, -0.58133, -6.87640], [-0.65638, -3.94481, -4.76954], [-1.32608, 9.09485, 10.43447], [-2.31418, 6.31526, 10.72872], [-3.47982, -0.38368, -5.31207], [-1.84863, 6.85134, 9.40092], [-0.74418, 4.72691, 5.86313], [1.99924, 2.55108, 1.33805], [-1.36288, -3.88440, -6.22770], [3.44638, 0.57328, 1.94990], [3.94569, -4.12209, 3.48433], [0.68337, 4.27789, 6.01781], [-4.91049, -1.74171, -7.85225], [0.46716, 4.25844, 8.54039], [3.74385, -5.56027, -8.84593], [3.59421, -2.78853, 4.08879], [2.07360, -3.89407, -9.74908], [1.52106, -3.76282, 5.15253], [0.94646, -4.87110, -9.54653], [1.64624, 2.35451, 3.44040], [1.00984, 5.00233, 9.12949], [4.21886, -5.37462, -7.88001], [0.53773, -3.46372, 4.78369], [3.00522, -0.42469, 1.97335], [1.80131, -4.71264, 4.70286], [-1.93918, 9.96071, 10.17555], [2.56377, 1.10300, 0.09319], [3.48250, 0.97582, 2.95952], [0.86226, -5.12992, -8.49002], [4.47428, -6.00965, -9.52296], [-1.66860, 8.67986, 11.37972], [3.15122, -4.44757, 2.80897], [-0.56328, 4.58452, 8.40831], [-1.41894, 3.98315, 6.29262], [-0.28535, 9.41069, 10.53340], [-6.67690, -1.87215, -6.41073], [4.09807, -4.86204, 4.27368], [-4.59548, -0.51195, -5.13021], [2.90823, -6.24343, -8.71163], [-2.63314, 5.27985, 10.61169], [-1.98593, -2.09443, -8.22831], [-0.97822, 4.83564, 4.80408], [-0.88755, 5.69184, 6.35085], [2.29236, -1.78607, 5.21319], [3.10998, 3.29370, 3.01199], [-2.41597, 0.33726, -7.11661], [1.47678, -3.87491, 6.23838], [0.20152, -3.19575, -4.78601], [-3.23590, 0.70515, -5.02351], [0.48035, 3.30206, 9.06955], [4.86908, -4.03063, 2.91321], [2.12445, 3.78457, 7.30026], [4.03303, -3.58439, -9.56456], [-1.06800, -1.52868, -6.75271], [-1.11467, 8.42654, 8.43050], [0.00906, -4.41801, -9.86653], [-0.28149, -5.01457, -4.65095], [1.50139, 4.00234, 2.81935], [1.11925, -5.76958, -10.14458], [-4.86279, -4.60488, -7.76581], [-3.16221, 6.90021, 11.09162], [-1.49610, 6.34624, 11.45214], [-2.82405, -1.03951, -4.64763], [4.46039, 0.50695, 1.54952], [-5.11865, -2.47901, -5.66808]],
  "mulliken_charge": [-0.27, 0.88, -0.14, 0.92, -0.22, -0.64, -0.62, -0.65, -0.65, -0.54, -0.59, -0.53, -0.50, -0.67, -0.39, -0.59, -0.08, -0.61, -0.15, -0.17, -0.16, -0.34, -0.15, 0.03, -1.14, -0.32, -0.58, 0.05, -0.19, -0.85, -1.40, -0.81, 0.78, -1.10, 0.78, 0.21, -0.85, -1.32, 0.67, 0.52, -0.69, -0.81, 0.83, 0.76, -0.84, -1.16, 0.31, 0.28, 0.28, 0.29, 0.27, 0.32, 0.29, 0.05, 0.31, 0.35, 0.28, 0.33, 0.35, 0.18, 0.34, 0.28, 0.40, 0.37, 0.31, 0.32, 0.30, 0.24, 0.28, 0.28, 0.22, 0.32, 0.42, 0.28, 0.24, 0.29, 0.29, 0.29, 0.24, 0.22, 0.46, 0.23, 0.23, 0.42, 0.32, 0.42, 0.13, 0.43, 0.38, 0.08, 0.26, 0.11],
  "total_energy_ha": -6339.2956,
  "orbital_gap_ev": 7.69,
  "total_charge": -1,
  "lumo_energy_ev": 1.39
}